(one)
The following is a quantum chemistry calculation of a gas-phase ion, C4H6NO (charge +1), from the OMol25 dataset.

Its LUMO energy (spin up / spin down) is -2.966 / -9.488 eV. The calculation puts the highest occupied orbital energy (spin up / spin down) at -12.631 / -16.410 eV.

```
! wB97M-V def2-TZVPD RIJCOSX def2/J DEFGRID3
* xyz 1 3
H -3.00676 -0.85721 0.96883
C -2.04072 -0.30539 1.00561
C -0.45996 -1.34272 -1.16593
C 1.41466 0.27100 -0.31173
N 0.28291 -0.53457 -0.48299
H 1.19247 0.96060 0.37423
H 1.90287 0.81590 -1.17974
H 2.23528 -0.45090 -0.00344
C -1.11600 -0.49243 -0.12596
H -0.32867 -2.03621 -1.90183
O -2.01560 0.62595 -0.15821
H -1.64148 0.07469 1.89702
*
```

Atom charges from the Löwdin analysis, given in e for atoms 1 to 8: H 0.16; C 0.11; C 0.15; C 0.04; N 0.03; H 0.06; H 0.15; H 0.16


(two)
The following is a quantum chemistry calculation of a molecular structure, C4H6NO, from the OMol25 dataset.

Its LUMO energy (spin up / spin down) is -6.409 / -10.714 eV. The calculation puts the highest occupied orbital energy (spin up / spin down) at -9.702 / -14.166 eV.

```
! wB97M-V def2-TZVPD RIJCOSX def2/J DEFGRID3
* xyz 1 3
H 1.83744 1.01142 -1.09800
H -0.35692 1.11998 -1.65498
C -0.65846 -1.57308 1.05861
C -0.75663 -0.45115 0.13220
H 2.04454 2.69772 -2.34873
C 1.47182 1.79211 -1.84936
N -0.65613 0.31068 -0.69397
H -0.09221 -2.26415 0.46942
C -0.94493 -1.44884 2.36327
O 0.36456 1.72433 -2.27715
H -1.41845 -0.63953 2.80280
H -0.83462 -2.27949 3.09589
*
```

Atom charges from the Löwdin analysis, given in e for atoms 1 to 8: H 0.13; H 0.04; C -0.01; C -0.04; H 0.17; C -0.10; N 0.30; H 0.13


Last place for stability: (two)